Record 1
Formula: C57H132F6N9O7S2
Source: the Open Molecules 2025 dataset
Level of theory: ωB97M-V/def2-TZVPD

Last column: Löwdin charge in e.
Positions of all 213 atoms, in Å:
H: 0.15059 3.93017 -9.16182  0.11
H: -1.03135 -2.34485 -2.32375  0.14
H: -6.23419 -1.52868 1.92519  0.13
C: 2.11556 2.06318 -5.92168  -0.10
C: -0.62102 9.58978 -1.72449  0.03
N: -1.31075 -8.23792 3.80404  -0.24
H: -1.83638 4.47335 4.39955  0.14
H: -7.28801 -4.13375 4.52808  0.12
H: 0.82013 -0.52934 -7.24166  0.12
C: -4.73305 -3.02201 2.39791  -0.22
H: 7.29386 -1.10303 5.60286  0.14
H: 8.29441 -0.37998 -3.74038  0.11
H: 1.15046 -1.96390 -1.87186  0.00
H: -6.87290 -3.15364 2.07987  0.14
H: -1.75099 -5.34715 -5.46544  0.11
N: 0.14707 -4.62703 -4.84522  -0.33
C: 1.62294 -3.55214 0.75297  -0.68
H: 6.19040 0.31040 -4.64475  0.12
C: -0.61110 11.60130 1.03401  -0.13
S: 0.71387 0.41589 -0.03734  0.57
H: 1.22644 2.52274 3.42136  0.06
H: -1.36819 1.95698 4.92801  0.11
H: -1.07783 6.83527 0.71079  0.08
H: 6.65156 0.67424 4.14675  0.14
N: -2.93727 3.39945 2.87892  -0.24
H: -0.28821 -6.23120 0.16231  0.06
C: 5.69251 -2.38077 -2.62232  -0.08
C: -0.28837 -2.99426 -2.79366  -0.23
C: -1.32547 -7.88173 2.30682  -0.09
C: 1.40166 4.02460 -7.39014  -0.10
H: 1.49151 5.59776 -9.83165  0.09
C: 7.86851 -1.32942 -3.42356  0.06
H: -0.42726 0.06306 -6.22365  0.11
N: 0.95050 2.78337 -6.62401  -0.24
H: -2.81598 11.21359 1.33666  0.14
H: -4.38594 3.11657 0.19754  0.12
N: 4.92466 -0.32807 3.20718  -0.31
C: 1.63019 0.64643 -5.58662  -0.15
C: -1.27168 -9.77262 4.03585  -0.08
N: 1.26698 -1.01845 -0.40132  -0.31
H: -0.84936 10.63114 -1.94447  0.11
H: 0.50825 -6.94552 4.00913  0.12
C: 0.01887 -7.79008 4.49223  -0.07
H: 1.22538 1.65841 -8.36879  0.15
C: -3.43332 3.55805 0.48811  -0.11
C: -2.79928 2.67716 1.55393  -0.11
C: -1.55692 -6.38577 1.97548  -0.20
C: 4.52873 -1.66749 2.62491  0.01
C: 0.53831 1.59657 -7.52642  -0.07
C: 0.62396 2.64867 4.32410  -0.09
H: 5.54833 0.52683 -1.73674  0.09
H: -6.54265 -0.54173 6.59872  0.12
H: -0.84181 -4.49721 -6.74619  0.12
O: 1.54867 1.12624 0.91027  -0.30
C: 0.41883 8.10530 0.02204  -0.10
H: 5.45957 -2.55707 6.18220  0.11
H: -5.53708 -3.55169 4.98725  0.10
H: 1.27911 8.15354 -0.64404  0.14
H: -9.13944 -0.32715 5.30618  0.14
H: 5.70819 0.27580 1.23005  0.09
H: -1.93776 -6.71946 -0.27288  0.08
N: 6.37514 -1.08174 -3.02968  -0.33
H: 0.70284 8.14139 1.07337  0.14
H: -4.64777 -3.91873 3.01046  0.10
H: 1.19347 5.47197 -0.88366  0.08
H: 1.20625 10.33050 0.90654  0.13
H: 4.45816 -2.39281 3.43371  0.10
H: -3.36953 -7.77579 3.87572  0.11
H: 0.46135 -11.15128 4.21407  0.14
C: 0.41833 10.73731 0.27474  -0.03
H: -3.92177 3.08287 4.77651  0.13
H: 2.25212 3.72524 -8.00088  0.14
H: 7.02517 -0.82092 3.23369  0.14
C: -0.44767 6.86333 -0.17928  -0.23
C: 0.82802 5.89228 -9.01934  -0.07
H: 0.52444 -10.12593 2.78774  0.11
H: -1.07344 6.81789 -1.07073  0.11
H: -0.90888 3.64423 -6.12915  0.10
H: -1.04699 4.27375 2.82163  0.13
H: -2.25747 -6.50135 4.46441  0.09
H: -4.77796 5.17016 0.88944  0.12
C: -1.33965 -6.14120 0.43153  -0.08
H: -2.10547 -8.51984 1.89510  0.14
C: -8.11985 -1.73908 4.03573  -0.12
C: 6.46404 -0.04624 -1.87141  0.02
H: -1.60683 -3.59653 -4.38977  0.13
H: 1.88236 -8.87386 4.13429  0.12
C: 0.30097 4.61587 -8.32725  -0.21
C: 6.25536 -0.99601 5.28590  -0.20
H: -0.52409 12.64318 0.72400  0.13
H: 1.33178 -3.50713 -6.20665  0.10
C: 0.91350 -9.05523 4.59843  -0.13
H: -5.82611 -0.19042 3.75858  0.11
C: -0.86329 2.45670 4.10082  -0.21
H: -1.71343 2.60818 1.48533  0.10
C: -8.29754 -1.01844 5.35214  -0.13
H: -1.60253 9.10452 1.46022  0.13
H: -2.19844 11.53855 -0.34058  0.12
C: -3.77676 2.57302 3.82590  0.00
H: -6.88242 0.77687 5.51493  0.11
C: 4.99081 0.60745 1.97860  0.02
H: 2.97129 1.94600 -6.58726  0.14
H: 5.41468 -1.97225 2.06705  0.11
H: 4.66656 -0.12551 -3.87267  0.09
H: -3.09784 5.73498 0.74231  0.10
H: -6.94635 -3.11104 5.87755  0.11
H: -3.35216 1.57337 3.90415  0.09
H: -2.60515 -7.89672 5.52424  0.12
H: -0.33978 -3.85581 -2.12462  0.09
H: -0.26296 -2.58490 -4.97426  0.12
F: 0.85903 2.71167 -1.45652  0.11
C: 3.83954 0.18539 4.10485  0.01
H: -4.17322 -2.22521 2.89620  0.10
H: 1.07871 -9.20455 5.66441  0.13
F: 2.85472 -3.21992 0.59269  0.17
H: -0.31880 4.66596 -0.30737  0.05
H: -1.67352 -5.12018 0.23786  0.04
C: -6.60339 -3.36265 4.87446  0.06
H: -4.74426 2.42082 3.34757  0.10
C: -3.73884 4.94598 1.12898  -0.11
H: -1.36857 8.84049 -1.97051  0.09
O: 1.04776 -1.39496 2.25400  -0.29
H: -2.49938 9.04753 -0.05048  0.12
F: 1.19191 -4.23182 -0.30690  0.13
H: -5.03161 -1.35298 4.83729  0.12
H: 5.94611 -3.14526 -3.35686  0.14
H: -4.85904 4.41100 2.83950  0.13
H: -3.09048 -3.54664 1.19268  0.04
H: 3.66004 -0.51116 4.92121  0.11
H: 1.10900 1.96403 5.01879  0.08
H: -0.50502 11.69196 2.11498  0.13
C: 6.32164 -0.33698 3.90923  -0.05
C: 4.18567 -2.33104 -2.26292  -0.21
C: -0.55989 -3.33425 -4.24263  -0.04
H: 6.72861 -0.59295 -0.96910  0.10
O: -0.73215 -2.31294 0.74235  -0.29
H: 2.95008 -1.28219 -1.03188  0.01
H: -0.84623 -5.75227 2.50742  0.10
H: 1.64115 4.77121 -6.63384  0.13
H: -8.30373 -1.07806 3.18726  0.14
C: -0.11118 3.12956 -5.59473  0.04
H: 0.29944 3.92049 -4.96734  0.11
H: -0.51384 2.29772 -5.02221  0.10
H: 0.76482 5.34796 0.79064  0.07
N: -6.66285 -2.14156 3.92664  -0.25
H: -0.32710 -7.44465 5.46545  0.12
H: 3.84235 -3.28463 -1.85764  0.12
H: 1.07966 -5.27356 -2.98712  0.09
C: -3.82120 4.63723 2.60752  -0.08
H: -3.98464 -2.27949 0.39266  0.08
H: 8.41835 -1.76518 -2.59209  0.12
H: -0.65311 4.82199 -7.84406  0.10
C: -0.77757 -5.22124 -5.93647  0.05
F: 2.25083 1.23574 -2.12230  0.14
H: 1.25902 0.51539 -4.57263  0.07
H: -3.46377 5.46968 3.21237  0.14
C: 5.61961 -0.51664 -4.22566  0.02
C: 1.02000 1.38493 -1.67123  -0.59
H: -0.46513 1.80653 -7.89670  0.14
C: 1.48764 -4.29771 -5.47547  0.03
H: 0.87516 3.67543 4.59585  0.09
H: -2.55600 -6.04564 2.24652  0.09
C: -1.99609 11.09065 0.63188  -0.13
C: -4.09763 -3.16962 1.01062  -0.08
H: 2.02840 -3.90132 -4.61637  0.09
H: -1.88956 -10.36140 3.35782  0.14
H: -3.17991 1.65780 1.57849  0.13
H: 2.54153 2.64308 -5.10240  0.13
H: -2.72422 3.51450 -0.33754  0.11
N: -0.33455 9.43443 -0.22183  -0.23
H: 5.22507 1.61060 2.33230  0.11
O: 5.72860 -2.33722 5.28514  -0.06
C: -6.15141 -2.45127 2.49948  -0.10
H: 5.51733 -1.37388 -4.88841  0.11
H: 1.86482 -5.24732 -5.84836  0.12
O: -0.72666 0.52173 0.16015  -0.29
H: -0.02218 6.46078 -9.39231  0.09
C: 0.40861 -5.67276 -3.74781  0.02
H: 3.55293 -2.13374 -3.13080  0.10
H: -4.55810 -3.93106 0.37950  0.09
H: 4.03213 0.65064 1.46147  0.08
F: 1.51042 -4.32162 1.82267  0.17
H: -0.93516 1.64147 3.37530  0.10
C: 0.18350 -10.17457 3.82144  -0.13
H: 6.34238 -2.65354 -1.78857  0.14
H: -0.29562 -8.12545 2.04906  0.13
H: 0.98828 -6.49356 -4.16758  0.12
H: 7.75063 -2.00324 -4.27114  0.11
H: -8.76607 -2.60793 3.91894  0.15
O: 3.88597 -1.33798 -1.29402  -0.10
H: -1.57406 -9.99208 5.05895  0.15
H: -0.36455 -6.18898 -6.21407  0.12
S: 0.62460 -1.88412 0.93889  0.69
H: -0.54973 -5.91351 -3.29276  0.11
C: -1.60901 3.76472 3.60522  -0.05
C: -6.94787 -0.30496 5.61535  -0.10
H: 1.40770 6.56174 -8.38247  0.08
H: 7.20872 0.70581 -2.12848  0.11
C: 0.53220 0.34368 -6.65559  -0.13
H: 0.30174 9.46309 -2.29188  0.11
H: 0.82454 11.24415 -0.59779  0.13
C: -5.99210 -0.92971 4.54216  -0.11
H: 5.68437 -0.34485 5.94750  0.12
H: 2.97072 0.36546 3.47397  0.09
H: 2.51388 0.01281 -5.66623  0.10
H: 4.23586 1.11070 4.52314  0.12
H: 3.66539 -1.50546 1.98646  0.07
C: -2.49948 -7.56226 4.49442  0.03
O: 0.95778 -2.32351 -2.75716  -0.09
F: 0.16887 1.03596 -2.68855  0.09
C: 0.34490 5.52423 -0.20307  -0.09
H: -8.62731 -1.65964 6.16922  0.13
C: -1.72791 9.59263 0.49283  -0.10

Results
gap between HOMO and LUMO	10.4773	eV
net charge	+7
LUMO	-11.304	eV

=====

Record 2
Formula: H24O12
Source: the Open Molecules 2025 dataset
Level of theory: ωB97M-V/def2-TZVPD

Last column: Löwdin charge in e.
Positions of all 36 atoms, in Å:
H: 0.08031 -0.27857 0.19401  -0.03
H: -0.58970 -1.61223 -1.27570  0.00
H: -1.56478 -1.80893 1.39404  0.05
H: -3.43219 -1.38180 2.71232  0.05
O: 3.39214 -1.72968 -1.19665  -0.09
H: 0.59263 3.70522 -0.30304  0.08
H: 2.09268 3.35878 3.59235  0.07
H: 2.02348 4.21470 -0.20554  0.07
H: -1.95820 2.42444 -1.50894  -0.02
H: -0.56890 0.12084 -4.96647  0.02
H: -2.99598 1.49781 -1.47053  0.07
O: -0.34965 -0.99982 -1.92352  -0.02
H: -0.39392 -1.48247 -2.76676  0.02
O: -2.27081 1.78573 -2.08822  -0.04
O: 0.23703 -0.37977 -4.94373  -0.07
H: 0.58581 -0.15523 -4.02525  0.06
H: 1.19336 -0.83438 1.81121  -0.04
H: 1.96876 2.33254 2.62296  -0.03
O: -0.63266 -4.01135 -3.51105  -0.02
H: 2.95276 -1.68551 -2.05892  0.03
H: -0.78824 1.33944 4.46633  -0.03
H: 0.62605 1.28410 4.09975  0.05
O: -1.38323 -0.89249 1.61407  -0.06
H: -1.75609 -0.44684 0.79525  0.08
O: -0.28552 1.26851 3.73182  -0.01
O: 0.22156 0.64567 0.03260  -0.03
H: -0.45733 1.08502 0.46659  -0.01
O: 1.67354 -1.59731 1.64115  -0.03
O: 1.47192 3.46188 0.17641  -0.13
O: 1.72432 3.20658 2.67937  -0.05
H: -0.42007 -3.17213 -3.05415  0.01
H: 2.73795 -2.04480 -0.48810  0.05
O: -3.39758 -0.83276 3.54002  -0.04
H: 2.52425 -1.12849 1.48974  0.07
H: -4.18059 -0.43872 3.74868  -0.03
H: -1.48040 -4.29419 -3.28800  0.00

Results
gap between HOMO and LUMO	10.3207	eV
ΔE to the lowest compared entry with this formula, charge and spin	121.2	kcal per mole
LUMO	-0.371	eV
SMILES	O.O.O.O.O.O.O.O.O.O.O.O

=====

Record 3
Formula: C5H12O3
Source: the Open Molecules 2025 dataset
Level of theory: ωB97M-V/def2-TZVPD

Last column: Löwdin charge in e.
Positions of all 20 atoms, in Å:
H: -1.61751 0.51097 0.08237  0.10
O: -0.95651 -3.43907 -1.31562  -0.05
H: -0.47078 -0.78802 0.37767  0.10
H: 0.41610 -1.48597 -1.54077  0.05
H: -0.23573 -3.73256 -1.88090  0.04
O: -0.83104 3.06061 2.69317  0.05
C: -1.10094 2.21424 1.88681  -0.27
C: -0.29626 0.92863 1.71882  -0.13
H: -0.57328 0.21481 2.49134  0.12
H: 0.70568 1.34462 1.65067  0.12
H: 2.35576 0.39844 -1.58097  0.11
H: -0.72272 -3.71916 -0.42836  0.04
H: -0.20028 0.64059 -1.74284  0.12
C: 0.32868 0.78626 -0.79508  -0.20
H: -1.86988 2.41451 1.10314  0.12
H: 2.06674 -0.13912 0.07532  0.11
C: 1.61011 -0.01910 -0.91279  -0.25
O: 1.36975 -1.33770 -1.43913  -0.10
H: 0.59572 1.85019 -0.77320  0.12
C: -0.57362 0.29682 0.33035  -0.21

Results
gap between HOMO and LUMO	10.5630	eV
ΔE to the lowest compared entry with this formula, charge and spin	37.2	kcal per mole
LUMO	0.670	eV
SMILES	O=CCCCCO.O

=====

no.,E_tot (eV)
1,-126892.8900
2,-24956.4394
3,-11521.1546